(1)
C34H25AuBrGeO3S4 | ωB97M-V with the def2-TZVPD basis set

Structure (XYZ):
```
69
Properties=species:S:1:pos:R:3:forces:R:3
Au 1.5762 2.0674 -0.0951 -0.24 -0.61 0.16
O -4.1895 4.1294 -4.2356 0.31 -0.19 0.18
C -3.3346 3.7709 -3.4571 -0.23 0.17 -0.16
S -1.7508 3.1741 -3.9419 0.39 -0.21 -0.14
C -1.0545 2.8631 -2.3435 -0.35 0.26 0.10
C -1.8769 3.2186 -1.2569 -0.33 0.17 0.20
S -1.5987 3.2048 0.3938 0.34 -0.20 -0.40
S -3.4888 3.8062 -1.7207 -0.09 0.01 0.32
S 0.4985 2.2288 -2.3664 0.38 0.01 0.03
Br 4.2859 1.0328 0.6990 0.11 0.13 0.04
C 4.6487 2.8463 1.1833 0.60 -0.64 0.18
C 5.6985 3.0308 2.0459 -0.28 -0.63 -0.17
C 6.0669 4.3378 2.3988 0.47 -0.54 0.45
C 5.4327 5.4072 1.8629 0.05 0.46 0.03
C 4.3564 5.2360 0.9741 0.19 -0.92 -0.55
C 3.7141 6.3289 0.3774 0.11 1.26 0.28
C 2.5603 6.1760 -0.3158 -0.46 0.66 -0.46
C 2.0298 4.8985 -0.5096 -0.34 -0.41 -0.30
C 2.6996 3.7744 -0.1009 -0.59 -0.18 -0.02
C 3.9154 3.9085 0.6284 -0.45 0.83 0.29
H 6.2039 2.1415 2.4502 -0.17 0.64 -0.17
H 6.8701 4.4454 3.1145 0.07 0.21 0.01
H 5.7229 6.4140 2.1455 0.01 -0.02 -0.09
H 4.1197 7.3409 0.5131 -0.10 -0.47 0.15
H 2.0204 7.0500 -0.7070 0.32 -0.39 0.16
H 1.0505 4.7814 -0.9807 0.32 0.12 0.06
O 1.3367 1.2168 2.3837 -0.06 0.11 -0.01
C 0.5546 0.4202 1.8508 -0.06 -0.09 -0.01
O 0.5090 0.1944 0.5847 0.19 0.47 0.07
C -0.4571 -0.3484 2.6894 0.32 0.36 0.26
C -1.6402 -0.7929 1.8652 -0.73 0.55 0.19
Ge -1.4507 -2.0867 0.4379 0.50 -0.06 -0.38
C -1.1894 -1.4205 -1.3782 0.69 -0.43 -0.64
C -0.0666 -1.8029 -2.1452 -0.54 0.59 0.49
C 0.1123 -1.3345 -3.4390 -0.95 0.01 0.51
C -0.8939 -0.5801 -4.0242 0.26 0.19 -0.56
C -2.0524 -0.2820 -3.3352 0.19 -0.23 -0.32
C -2.1731 -0.6843 -2.0239 -0.44 0.20 0.67
C -0.0885 -3.4377 0.8325 0.48 -0.45 0.55
C -0.3702 -4.8063 0.6775 -0.16 0.75 -0.46
C 0.5920 -5.7716 0.8779 -0.05 -0.41 -0.11
C 1.8335 -5.4259 1.3682 0.39 -0.21 -0.15
C 2.1320 -4.0902 1.5960 0.10 0.22 0.13
C 1.1897 -3.0978 1.3198 -0.39 0.10 -0.01
C -3.1300 -3.0691 0.3217 -0.71 -0.46 0.17
C -3.7544 -3.3265 -0.9088 0.15 0.12 -0.22
C -4.9568 -4.0257 -0.9975 0.21 -0.06 0.26
C -5.5548 -4.4510 0.1752 0.10 -0.39 0.02
C -4.9634 -4.2309 1.4164 0.31 -0.08 -0.67
C -3.7413 -3.5736 1.4862 -0.45 0.15 -0.55
H -0.7878 0.2977 3.5203 0.14 -0.02 -0.40
H 0.0502 -1.1697 3.1910 0.13 -0.28 -0.07
H -2.0661 0.1072 1.3962 0.00 -0.19 0.01
H -2.4039 -1.1509 2.5549 -0.21 -0.22 -0.05
H 0.6794 -2.4271 -1.6947 0.37 -0.21 0.18
H 0.9863 -1.5802 -3.9895 0.67 -0.17 -0.36
H -0.7666 -0.1955 -5.0327 -0.01 -0.13 0.04
H -2.8579 0.2173 -3.8477 -0.12 0.28 0.08
H -3.0764 -0.4153 -1.4864 -0.06 0.01 0.06
H -1.3443 -5.1148 0.3281 -0.17 0.02 -0.09
H 0.3911 -6.8016 0.5945 -0.09 0.05 0.27
H 2.5594 -6.2271 1.5209 0.00 0.40 0.07
H 3.1111 -3.8214 1.9825 -0.12 0.05 -0.04
H 1.4117 -2.0396 1.5062 0.15 -0.53 -0.23
H -3.2814 -2.9862 -1.8312 -0.08 -0.06 0.27
H -5.4139 -4.3050 -1.9507 0.26 0.32 0.22
H -6.4256 -5.0767 0.0944 -0.44 0.02 0.16
H -5.4195 -4.6496 2.2932 -0.13 -0.01 0.35
H -3.2992 -3.4681 2.4638 0.30 0.20 0.12
```
Forces are in eV/Å.

Calculated values
**Orbital gap (spin up / spin down)**: 7.128 / 6.534 eV
**Spin multiplicity**: 3
**F_max**: 1.30 eV/A
**Net charge**: -1
**LUMO level (spin up / spin down)**: 2.50 / 0.94 eV

Here are the natural (NBO) charges for atoms 1 to 6, given in e: number 1, Au, carries 0.971; number 2, O, carries -0.582; number 3, C, carries 0.165; number 4, S, carries 0.326; number 5, C, carries -0.408; number 6, C, carries -0.422

(2)
C5H8N3 | ωB97M-V with the def2-TZVPD basis set

Structure (XYZ):
```
16
Properties=species:S:1:pos:R:3:forces:R:3
C -2.5102 -0.1078 0.1492 1.13 0.73 0.50
N -1.5071 0.8786 -0.0298 1.99 2.97 -0.13
N -0.2714 0.7246 -0.0552 -2.54 -3.42 0.09
C 0.5703 1.7778 -0.1118 2.38 1.21 0.84
C 1.8915 1.3660 -0.0684 -2.33 -0.72 0.62
C 2.1250 -0.1456 0.0551 0.03 2.59 -0.07
C 1.1119 -0.9408 -0.0377 -1.56 0.56 0.75
N 0.3724 -1.9767 -0.2131 1.17 -0.62 -1.11
H -2.1101 -0.9440 0.6515 -0.16 -1.12 1.07
H -3.3693 0.4214 0.5637 0.07 -0.56 0.09
H -2.6748 -0.3918 -0.8409 -1.03 -0.70 -1.81
H 0.0743 2.7562 0.0943 1.08 -0.52 -0.62
H 2.7326 2.0032 0.1087 0.20 0.33 -0.30
H 3.1241 -0.4283 0.3572 0.01 -0.52 -0.34
H -0.0699 -2.5530 0.4707 -0.28 0.15 0.89
H 0.5106 -2.4397 -1.0934 -0.16 -0.34 -0.46
```
Forces are in eV/Å.

Calculated values
**Orbital gap**: 8.279 eV
**F_max**: 4.26 eV/A
**Net charge**: +1
**Energy above the lowest of the compared OMol25 structures with the same formula, charge and spin**: 4.587 eV
**LUMO level**: -5.05 eV

Here are the natural (NBO) charges for atoms 1 to 6, given in e: number 1, C, carries -0.456; number 2, N, carries -0.034; number 3, N, carries -0.172; number 4, C, carries -0.027; number 5, C, carries -0.139; number 6, C, carries -0.275

(3)
CBrF2N | ωB97M-V with the def2-TZVPD basis set

Structure (XYZ):
```
5
Properties=species:S:1:pos:R:3:forces:R:3
C -0.8642 -0.2943 -0.1141 1.37 0.61 -0.92
N 0.9407 0.5473 -0.8507 -1.87 -0.08 -0.02
F -1.8168 0.6163 -0.1165 0.75 -0.53 0.58
F -0.4778 -0.5664 1.1072 -0.94 0.37 0.09
Br 2.2181 -0.3029 -0.0260 0.70 -0.37 0.27
```
Forces are in eV/Å.

Calculated values
**Orbital gap (spin up / spin down)**: 7.979 / 7.911 eV
**F_max**: 1.88 eV/A
**Energy above the lowest of the compared OMol25 structures with the same formula, charge and spin**: 4.084 eV
**LUMO level (spin up / spin down)**: -1.92 / -1.41 eV

Atomic charges from the natural (NBO) analysis, expressed in e, are listed below: number 1, C, carries 0.737; number 2, N, carries -0.444; number 3, F, carries -0.321; number 4, F, carries -0.329; number 5, Br, carries 0.357

(4)
C6H10N2 | ωB97M-V with the def2-TZVPD basis set

Structure (XYZ):
```
18
Properties=species:S:1:pos:R:3:forces:R:3
C -0.7524 0.9170 -2.6500 1.00 1.40 -0.32
C -0.7008 0.6770 -1.1618 -0.22 -0.06 0.97
C 0.6544 0.7501 -0.3888 -1.12 0.27 -0.05
C 0.4883 -0.0983 0.8540 0.99 -0.88 -0.54
C 0.5386 -1.4648 0.9700 -0.36 -0.18 -1.17
N 0.3785 -1.7958 2.2802 0.49 2.39 0.48
C 0.3449 -0.5407 2.9587 -1.12 -2.66 -0.84
N 0.3088 0.4138 2.0907 0.64 1.60 0.94
H -1.7812 0.9686 -3.0058 0.14 -0.33 -0.19
H -0.2972 1.8947 -2.8767 -0.42 0.21 0.26
H -0.0876 0.3206 -3.2784 -0.47 -0.83 0.24
H -1.1384 -0.2759 -0.8809 -0.01 -0.45 -0.44
H -1.3921 1.3600 -0.6408 0.23 0.12 -0.32
H 0.8351 1.7718 -0.0590 -0.07 0.11 0.08
H 1.5062 0.5361 -1.0397 -0.06 -0.64 0.23
H 0.5669 -2.1850 0.1632 0.18 -0.12 0.29
H 0.3848 -2.7201 2.6500 0.06 -0.27 0.31
H 0.1432 -0.5290 4.0152 0.14 0.32 0.08
```
Forces are in eV/Å.

Calculated values
**Orbital gap**: 9.374 eV
**F_max**: 3.01 eV/A
**Energy above the lowest of the compared OMol25 structures with the same formula, charge and spin**: 0.445 eV
**LUMO level**: 0.95 eV

Here are the natural (NBO) charges for atoms 1 to 6, given in e: number 1, C, carries -0.616; number 2, C, carries -0.391; number 3, C, carries -0.429; number 4, C, carries 0.088; number 5, C, carries -0.097; number 6, N, carries -0.534

(5)
C41H50BGaN2O2P2Si2 | ωB97M-V with the def2-TZVPD basis set

Structure (XYZ):
```
101
Properties=species:S:1:pos:R:3:forces:R:3
Ga 0.0482 -0.3143 -0.1195 0.02 -0.02 -0.03
C -0.6359 -4.3358 -0.5164 0.01 -0.01 0.00
Si -1.9428 -2.9973 -0.4480 -0.02 0.01 0.04
C -2.4571 -2.7717 1.3384 -0.01 -0.03 0.00
C -3.4308 -3.5196 -1.4551 -0.01 -0.01 -0.01
N -1.2435 -1.5234 -1.0246 0.05 0.03 -0.07
P -1.6224 -0.3383 -2.0920 0.01 -0.01 0.04
C -0.6563 0.9769 -1.6294 -0.02 0.02 0.00
P 0.9713 1.0765 -2.0816 0.05 -0.01 0.01
N 1.7221 -0.0998 -1.2160 -0.10 0.03 0.05
Si 3.3277 -0.4120 -0.6462 0.01 -0.01 -0.02
C 3.2963 -2.1405 0.0673 0.01 0.01 -0.01
C 3.8114 0.7982 0.6999 0.01 0.01 0.01
C 4.5839 -0.3389 -2.0335 0.00 0.02 -0.02
C 1.3782 0.9530 -3.8407 -0.02 0.00 0.00
C 1.8375 -0.2490 -4.3675 0.02 0.03 -0.01
C 2.0923 -0.3614 -5.7272 -0.01 -0.01 0.00
C 1.8892 0.7261 -6.5640 0.00 0.00 0.01
C 1.4223 1.9271 -6.0446 0.00 0.00 0.01
C 1.1641 2.0396 -4.6877 0.01 -0.01 0.00
C 1.6595 2.6856 -1.5886 0.01 0.00 -0.01
C 1.0216 3.4133 -0.5881 0.02 0.00 -0.01
C 1.6038 4.5679 -0.0844 -0.01 -0.01 -0.01
C 2.8214 5.0085 -0.5843 0.00 0.00 0.00
C 3.4546 4.2968 -1.5943 0.01 -0.01 0.00
C 2.8770 3.1386 -2.0930 -0.02 -0.01 0.00
C -1.4415 -0.9195 -3.7967 0.01 -0.01 0.00
C -1.0285 -2.2193 -4.0629 -0.01 0.00 -0.01
C -0.8699 -2.6491 -5.3745 0.01 0.00 0.00
C -1.1099 -1.7744 -6.4226 0.00 0.00 0.01
C -1.5045 -0.4670 -6.1622 0.00 0.01 0.02
C -1.6727 -0.0410 -4.8554 -0.01 -0.02 -0.01
C -3.3903 0.0462 -1.9377 0.00 0.05 0.02
C -4.3600 -0.4778 -2.7855 0.00 0.01 0.01
C -5.7041 -0.2041 -2.5647 0.01 -0.01 -0.01
C -6.0847 0.5901 -1.4944 0.00 0.01 0.01
C -5.1201 1.1192 -0.6446 0.00 -0.02 -0.01
C -3.7796 0.8522 -0.8680 -0.02 0.01 -0.01
H -0.9963 -5.2578 -0.0529 0.01 0.00 0.00
H 0.2625 -4.0199 0.0214 0.00 0.00 0.00
H -0.3415 -4.5705 -1.5423 0.00 0.01 0.00
H -2.9504 -3.6713 1.7164 0.00 0.01 0.01
H -3.1539 -1.9360 1.4414 0.00 0.00 -0.01
H -1.5943 -2.5778 1.9814 0.00 0.00 -0.01
H -3.7536 -4.5146 -1.1369 0.00 0.00 0.00
H -3.2040 -3.5701 -2.5230 -0.01 0.00 0.00
H -4.2714 -2.8360 -1.3212 0.02 -0.01 0.01
H 2.5909 -2.2127 0.8996 0.00 0.00 0.00
H 4.2815 -2.4263 0.4449 -0.01 -0.01 0.00
H 3.0018 -2.8673 -0.6939 0.00 0.00 0.01
H 3.1132 0.7371 1.5398 0.00 0.00 0.00
H 3.8056 1.8287 0.3361 0.00 -0.01 0.00
H 4.8105 0.5803 1.0866 0.00 0.00 0.00
H 4.3817 -1.0984 -2.7918 0.00 0.00 0.00
H 5.5902 -0.5141 -1.6441 -0.01 0.00 0.00
H 4.5873 0.6336 -2.5306 0.00 -0.01 0.00
H 1.9905 -1.0921 -3.7053 0.00 -0.01 0.00
H 2.4470 -1.3004 -6.1328 0.00 0.00 0.00
H 2.0916 0.6387 -7.6242 0.00 0.00 0.00
H 1.2620 2.7757 -6.6974 0.00 0.00 0.00
H 0.8011 2.9761 -4.2801 0.00 0.00 0.00
H 0.0625 3.0670 -0.2215 0.00 0.00 0.00
H 1.1031 5.1273 0.6955 0.00 0.00 0.00
H 3.2738 5.9107 -0.1928 0.00 0.00 0.00
H 4.3995 4.6434 -1.9932 0.00 0.00 0.00
H 3.3737 2.5895 -2.8843 0.00 0.00 0.00
H -0.8197 -2.8909 -3.2394 0.00 0.01 0.01
H -0.5531 -3.6649 -5.5746 0.00 0.00 0.00
H -0.9812 -2.1056 -7.4454 0.00 0.00 0.00
H -1.6768 0.2211 -6.9800 0.00 0.00 0.00
H -1.9785 0.9787 -4.6497 0.00 0.00 0.00
H -4.0713 -1.1066 -3.6186 0.01 0.00 -0.01
H -6.4525 -0.6147 -3.2305 0.00 0.00 0.00
H -7.1322 0.8027 -1.3228 0.00 0.00 0.00
H -5.4145 1.7464 0.1870 0.00 0.00 0.00
H -3.0201 1.2828 -0.2253 0.01 0.00 -0.01
C -1.6702 1.0826 7.9375 0.00 -0.01 0.00
C -0.1469 1.0099 7.7624 0.00 0.01 0.00
C 0.4323 2.4317 7.7597 0.00 0.00 0.00
C 0.4356 0.2593 8.9600 0.00 0.00 0.00
C 0.1804 0.3279 6.4324 0.01 -0.01 0.01
C 0.9368 -0.8421 6.3583 -0.01 0.00 0.01
C 1.2416 -1.4677 5.1477 0.01 -0.01 0.00
C 0.7592 -0.8769 4.0078 -0.02 0.01 0.00
O 0.8991 -1.2625 2.6924 0.01 0.01 0.01
B 0.2133 -0.3072 1.9446 0.00 -0.04 0.03
O -0.3430 0.6532 2.7835 -0.01 0.02 -0.01
C 0.0070 0.2825 4.0628 0.02 -0.01 -0.02
C -0.2966 0.9040 5.2475 -0.02 0.02 0.00
H -1.9170 1.5712 8.8826 0.00 0.00 0.00
H -2.1057 0.0817 7.9439 0.00 0.00 0.00
H -2.1421 1.6496 7.1342 0.00 0.00 0.00
H 0.2032 2.9331 8.7026 0.00 0.00 0.00
H 0.0178 3.0340 6.9504 0.00 0.00 0.00
H 1.5168 2.4060 7.6385 0.00 0.00 0.00
H 0.1720 0.7868 9.8783 0.00 0.00 0.00
H 1.5244 0.2026 8.9103 0.00 0.00 0.00
H 0.0376 -0.7544 9.0331 0.00 0.00 0.00
H 1.3088 -1.2952 7.2654 0.00 0.00 0.00
H 1.8298 -2.3742 5.1101 0.00 0.00 0.00
H -0.8870 1.8107 5.2487 0.00 0.00 0.00
```
Forces are in eV/Å.

Calculated values
**Orbital gap**: 8.318 eV
**F_max**: 0.11 eV/A
**LUMO level**: 0.68 eV

Here are the Mulliken charges for atoms 1 to 6, given in e: number 1, Ga, carries -2.087; number 2, C, carries -1.067; number 3, Si, carries 0.233; number 4, C, carries -1.090; number 5, C, carries -1.049; number 6, N, carries 1.034

Number 3 is which compound?
CBrF2N